[1]
Density functional theory data (ωB97M-V with the def2-TZVPD basis set) for a molecular structure, C10H27AgN2O6.

The geometry in XYZ format:
```
46
Properties=species:S:1:pos:R:3:forces:R:3
Ag 0.425866 -0.028833 -0.255463 -0.036 -0.207 0.725
C 1.524130 1.291358 -4.356687 0.545 0.155 -0.394
C 1.076862 0.822492 -2.995120 -0.447 -0.272 0.614
O 0.019390 0.130383 -2.934442 0.250 0.006 -0.204
O 1.770716 1.150417 -2.004454 0.035 0.122 -0.261
H 0.728961 1.866803 -4.828273 -0.017 -0.044 -0.107
H 1.777124 0.439020 -4.991370 -0.253 -0.044 -0.018
H 2.429725 1.892903 -4.269755 -0.124 0.121 0.018
O 2.321284 -0.087966 0.845891 0.158 0.130 0.049
H 2.199011 0.106732 1.785593 -0.156 -0.186 -0.281
O -1.395372 -0.668774 0.746237 -0.539 -0.015 0.573
H -2.312580 -0.919522 0.586187 0.265 0.213 -0.357
C 1.401766 -4.046106 0.205832 0.269 -0.114 -0.099
C 0.492359 -3.461570 -0.866556 0.592 0.400 0.008
C -0.952743 -3.482262 -0.477311 -0.507 0.465 0.032
O -1.366357 -4.829301 -0.333344 0.137 -0.115 -0.009
C -2.715667 -4.923677 -0.006642 -0.545 -0.252 0.245
N 0.872799 -2.053304 -1.125986 0.378 -0.321 -0.688
H 2.363962 -4.345118 -0.224564 -0.047 0.106 -0.020
H 0.959849 -4.946432 0.632180 -0.067 0.089 0.093
H 1.616377 -3.305157 0.977690 -0.208 -0.006 0.075
H 0.639748 -4.037358 -1.790779 -0.193 -0.066 0.058
H -1.556778 -2.968220 -1.245212 0.084 -0.180 -0.032
H -1.100537 -2.875413 0.429221 0.056 -0.240 0.028
H -2.949221 -5.967520 0.221156 0.130 0.014 -0.077
H -3.370907 -4.614743 -0.835613 0.107 0.130 0.065
H -2.971978 -4.336168 0.887550 0.077 0.087 -0.151
H 0.524620 -1.759162 -2.042636 -0.020 0.092 0.091
H 1.888435 -2.012507 -1.187329 -0.051 0.217 0.135
C 0.065880 1.495191 2.804183 0.111 0.647 0.711
C -0.567026 2.300144 1.688495 -0.176 -0.029 -0.108
C -0.575611 3.778124 2.091972 0.189 -0.171 -0.488
O -0.844095 4.592360 0.960416 -0.093 -0.306 0.087
C -0.529230 5.935651 1.188840 0.124 -0.064 0.198
N 0.172789 2.081461 0.442181 0.395 0.141 0.296
H -0.319313 1.858281 3.769972 -0.177 -0.251 -0.139
H 1.135831 1.729242 2.855338 0.015 -0.284 -0.178
H -0.119924 0.431026 2.709071 0.038 -0.081 -0.181
H -1.583919 1.931798 1.543817 -0.004 0.052 -0.159
H 0.427182 4.030568 2.476730 -0.146 0.059 0.108
H -1.335993 3.955995 2.862407 0.124 0.021 0.126
H -1.135239 6.350427 2.006961 -0.029 0.106 -0.134
H -0.711457 6.466424 0.258835 -0.052 0.166 0.033
H 0.528160 6.042843 1.471564 -0.045 0.061 -0.072
H -0.114634 2.731606 -0.281107 -0.148 -0.160 -0.065
H 1.165760 2.257882 0.604320 0.003 -0.193 -0.142
```
Forces are in eV/Å.

Computed properties:
<S²>   0.755
E_LUMO (alpha / beta)   2.92 / 2.72 eV
HOMO energy (alpha / beta)   -4.530 / -4.129 eV
ΔE to the lowest compared entry with this formula, charge and spin   0.0000 eV
2S+1   2
Net charge   -1
HOMO-LUMO gap (alpha / beta)   7.45 / 6.85 eV

[2]
Density functional theory data (ωB97M-V with the def2-TZVPD basis set) for a molecular structure, C10H27N3NiS2 in a non-equilibrium geometry.

The geometry in XYZ format:
```
43
Properties=species:S:1:pos:R:3:forces:R:3
Ni 0.102621 -0.020015 0.269369 -0.089 0.066 0.003
S -0.428600 2.167678 0.066531 -1.126 0.983 -1.034
S -0.295333 -2.223652 0.211928 -1.138 -1.241 -0.967
C -2.262185 2.193259 0.117642 0.035 0.022 0.384
C -0.242879 2.326225 -1.758186 0.187 0.297 0.229
C -0.736603 1.100967 -2.496059 0.123 -0.270 0.091
N -0.098787 -0.092381 -1.886671 0.245 -0.020 -0.351
C -0.672574 -1.354536 -2.416324 0.081 0.280 0.100
C -0.111645 -2.498042 -1.598984 0.225 -0.257 0.236
H 0.832231 2.479365 -1.925100 -0.320 0.146 -0.032
H -0.801509 3.220186 -2.049486 0.297 -0.047 -0.038
H -0.474097 1.157587 -3.567338 -0.189 0.127 0.364
H -1.826972 0.991034 -2.416279 0.300 0.039 -0.026
H -0.407627 -1.467717 -3.482984 -0.174 -0.108 0.390
H -1.767738 -1.297696 -2.341270 0.311 -0.031 -0.013
H 0.970432 -2.599780 -1.759429 -0.307 -0.176 -0.037
H -0.621158 -3.439480 -1.823797 0.306 0.066 -0.037
C -2.128644 -2.343166 0.278061 0.054 0.016 0.416
H 0.892337 -0.078309 -2.157833 -0.473 -0.005 0.024
H -2.621673 -1.436156 -0.089978 0.210 -0.243 0.070
H -2.390087 -2.503785 1.330022 -0.063 -0.015 -0.305
H -2.452539 -3.214532 -0.299581 0.152 0.145 0.148
H -2.540814 2.373320 1.161452 -0.036 0.024 -0.282
H -2.705136 1.252234 -0.226891 0.191 0.242 0.063
H -2.620431 3.028650 -0.491666 0.128 -0.130 0.157
C 2.971274 0.018008 -1.153793 1.187 0.054 0.855
C 3.791025 0.093353 -0.083117 0.021 0.013 -1.191
H 2.603465 0.927212 -1.640054 0.058 -0.275 0.219
H 2.805088 -0.946638 -1.644426 0.050 0.333 0.092
H 4.067457 1.048065 0.381986 -0.157 -0.350 -0.281
H 4.323486 -0.790754 0.294082 -0.406 0.303 -0.089
N -1.095611 0.011521 2.315876 -0.119 -0.050 -0.033
C -0.182576 0.514512 3.370161 -0.346 -0.004 0.039
C 1.180237 -0.087406 3.140682 0.390 0.094 -0.193
N 1.588905 0.144387 1.730307 0.473 -0.060 0.347
H -1.952869 0.561373 2.300800 0.105 -0.241 0.122
H -1.368437 -0.951773 2.512945 -0.009 0.311 0.174
H -0.140926 1.603682 3.268742 0.022 -0.083 0.088
H -0.536428 0.276903 4.384906 0.091 0.121 -0.312
H 1.915597 0.347997 3.828952 -0.203 -0.252 -0.046
H 1.145872 -1.172834 3.278215 0.058 0.136 0.124
H 1.894218 1.106371 1.581515 0.124 -0.090 0.316
H 2.399630 -0.425253 1.485058 -0.271 0.132 0.214
```
Forces are in eV/Å.

Computed properties:
<S²>   2.007
E_LUMO (alpha / beta)   -5.60 / -7.85 eV
HOMO energy (alpha / beta)   -15.771 / -16.389 eV
2S+1   3
Net charge   +2
HOMO-LUMO gap (alpha / beta)   10.17 / 8.54 eV

[3]
Density functional theory data (ωB97M-V with the def2-TZVPD basis set) for a molecular structure, C10H27N4O4PRuS2 in a non-equilibrium geometry.

The geometry in XYZ format:
```
49
Properties=species:S:1:pos:R:3:forces:R:3
Ru -0.463555 0.588651 0.037595 -0.675 0.184 0.014
N -1.500422 2.355716 -1.448057 0.018 -0.209 -0.053
C -1.220545 3.719444 -1.029910 0.287 0.240 -0.165
C 0.298482 3.890104 -0.919075 -0.564 0.074 -0.013
N 0.882238 2.860798 -0.071761 0.409 -0.155 -0.300
C 1.416784 3.288417 1.211150 -0.221 -0.092 0.445
C 0.589527 2.736666 2.376037 0.249 0.252 0.001
N 0.527250 1.289044 2.252094 0.165 -0.190 -0.212
H -2.496732 2.178188 -1.554929 0.157 -0.107 -0.091
H -1.053829 2.153584 -2.340347 -0.229 -0.008 0.056
H -1.611471 4.472838 -1.731093 0.013 -0.063 0.185
H -1.682818 3.887522 -0.052644 0.003 0.015 -0.018
H 0.718777 3.811061 -1.924409 0.040 0.036 -0.018
H 0.522368 4.894541 -0.540794 0.039 -0.075 -0.084
H 1.585859 2.344873 -0.592329 -0.139 0.145 0.233
H 2.440191 2.916577 1.319995 0.003 0.068 -0.005
H 1.442097 4.380749 1.282287 0.101 -0.049 -0.011
H 1.045941 3.064623 3.321469 -0.117 0.030 -0.103
H -0.430329 3.126491 2.327734 0.012 0.052 0.013
H 1.468738 0.895418 2.220025 -0.258 -0.079 0.094
H 0.032395 0.846829 3.021065 0.094 -0.030 -0.188
N -2.542981 1.166861 1.368338 0.267 0.168 -0.103
C -3.495434 0.126303 0.970851 -0.383 -0.262 -0.583
C -3.426180 -0.042254 -0.586384 -0.704 0.100 1.082
O -4.442963 0.146997 -1.235646 -0.346 0.147 -0.206
O -2.287410 -0.352186 -1.032629 1.534 0.085 -0.112
H -2.486037 1.222176 2.381014 0.009 0.124 -0.146
H -2.865932 2.065162 1.011704 0.041 -0.121 0.283
H -4.528677 0.362357 1.260584 0.246 -0.113 -0.069
H -3.177896 -0.818312 1.421597 -0.058 0.098 -0.003
C 3.643706 -4.544594 0.470676 -0.157 0.322 0.025
C 2.733916 -3.542833 1.156264 0.000 -0.337 0.203
O 2.692120 -2.323037 0.409260 0.060 0.264 -0.224
P 1.320295 -1.762946 -0.183620 0.236 -0.680 0.299
S 1.827952 -0.084540 -1.158783 -0.609 -0.211 0.438
S -0.078169 -1.756398 1.277953 0.481 0.349 -0.787
O 0.986480 -2.917448 -1.243619 0.286 0.239 0.374
C -0.118031 -2.796061 -2.144653 -0.465 -0.039 -0.256
C -0.419796 -4.186516 -2.667809 0.137 0.289 0.161
H 3.668056 -5.466321 1.046329 0.019 -0.118 0.045
H 4.652815 -4.147426 0.396204 0.104 0.003 -0.021
H 3.277439 -4.755404 -0.530662 -0.032 -0.060 -0.076
H 3.114706 -3.285827 2.149229 -0.106 -0.059 -0.067
H 1.722774 -3.945663 1.263432 0.089 0.028 0.058
H 0.172666 -2.122357 -2.958524 -0.036 -0.030 0.126
H -0.983789 -2.363662 -1.626297 0.148 -0.056 -0.073
H 0.458473 -4.591600 -3.166451 0.021 -0.067 -0.076
H -1.245927 -4.144041 -3.371177 -0.101 -0.035 -0.088
H -0.683119 -4.842561 -1.841284 -0.071 -0.069 0.022
```
Forces are in eV/Å.

Computed properties:
<S²>   6.009
E_LUMO (alpha / beta)   0.29 / 0.20 eV
HOMO energy (alpha / beta)   -7.137 / -8.111 eV
ΔE to the lowest compared entry with this formula, charge and spin   0.5430 eV
2S+1   5
Net charge   0
HOMO-LUMO gap (alpha / beta)   7.43 / 8.31 eV

[4]
Density functional theory data (ωB97M-V with the def2-TZVPD basis set) for 3 unconnected molecules or ions with the total composition C10H27NO4 in a non-equilibrium geometry.

The geometry in XYZ format:
```
42
Properties=species:S:1:pos:R:3:forces:R:3
C 1.024317 0.337168 0.289391 0.096 -0.544 0.628
O 0.566486 1.627295 0.585507 -0.321 0.336 0.145
C 1.577036 2.645627 0.569293 -0.137 -1.420 0.242
C 2.572900 2.443848 1.715725 -0.542 0.412 0.012
N 1.924280 2.616543 3.012856 -0.200 0.098 0.648
C 1.855443 4.007584 3.459914 -0.110 0.610 -0.971
C 0.570645 4.354680 4.239361 0.915 -0.585 -1.247
O 0.463581 5.753278 4.224170 0.062 0.215 0.408
C -0.672130 6.270586 4.884617 0.303 -0.400 0.822
H 1.500584 -0.142659 1.155050 0.326 0.217 -0.046
H 1.720009 0.325696 -0.553825 -0.051 -0.031 -0.122
H 0.171269 -0.313466 0.107105 -0.153 0.297 -0.402
H 1.007053 3.558155 0.724581 0.258 0.282 -0.336
H 2.063593 2.551568 -0.407899 0.136 0.594 -0.013
H 3.363329 3.188535 1.606363 0.167 -0.145 0.103
H 3.004553 1.444944 1.682998 0.180 0.032 -0.206
H 0.974975 2.263103 2.951558 0.090 -0.184 -0.098
H 1.881888 4.671287 2.580383 -0.193 0.100 0.081
H 2.748867 4.294545 4.023040 -0.120 -0.226 0.255
H 0.707297 3.856657 5.207494 -0.671 0.514 0.335
H -0.292609 3.963005 3.681533 0.018 -0.399 0.311
H -0.766479 5.803888 5.875909 0.017 0.129 0.000
H -1.627896 6.090034 4.381207 0.190 0.067 -0.381
H -0.479026 7.330161 5.033184 -0.244 0.055 -0.151
C -0.298000 -6.566896 -3.835837 -0.912 -0.322 -0.114
C -1.189084 -6.208483 -5.009983 0.088 0.326 -0.613
O -1.805582 -4.935178 -4.734666 0.085 -0.250 -0.033
H 0.513706 -5.849932 -3.768908 0.122 -0.073 0.199
H 0.060352 -7.593304 -3.906085 0.298 0.106 -0.293
H -0.910924 -6.566244 -2.932204 0.160 0.318 0.108
H -1.967927 -6.939101 -5.248023 0.053 -0.168 0.452
H -0.616050 -6.096585 -5.938818 0.195 -0.088 0.155
H -2.461945 -4.774700 -5.418210 -0.029 0.120 0.052
C -1.221154 -1.916565 -2.213705 -0.964 -0.655 0.213
C -2.528819 -2.725190 -2.166480 -0.100 0.107 0.367
O -2.275339 -4.114638 -2.080389 -0.051 -0.121 -0.311
H -0.911934 -1.854743 -1.172218 0.417 0.309 -0.132
H -1.415023 -0.936410 -2.646206 0.352 0.095 0.066
H -0.484594 -2.497498 -2.764913 0.116 0.290 -0.207
H -3.240427 -2.483357 -2.965617 0.312 -0.089 -0.292
H -3.061640 -2.449498 -1.251344 0.003 -0.111 -0.008
H -2.045567 -4.433746 -2.975924 -0.161 0.180 0.373
```
Forces are in eV/Å.

Computed properties:
E_LUMO   0.68 eV
HOMO energy   -8.573 eV
ΔE to the lowest compared entry with this formula, charge and spin   0.9673 eV
Net charge   0
HOMO-LUMO gap   9.25 eV

[5]
Density functional theory data (ωB97M-V with the def2-TZVPD basis set) for a molecular structure, C10H28BaO10 in a non-equilibrium geometry.

The geometry in XYZ format:
```
49
Properties=species:S:1:pos:R:3:forces:R:3
Ba -21.976056 -29.744608 -6.593696 0.637 -0.291 -0.762
C -22.049196 -33.318030 -7.920851 0.287 -0.656 0.709
O -21.062872 -32.361852 -7.498476 -0.245 0.645 -0.052
H -21.629489 -34.057120 -8.600593 -0.020 0.219 -0.291
H -22.401405 -33.877580 -7.050548 -0.182 0.048 -0.045
H -22.888920 -32.790517 -8.359860 0.104 0.118 -0.179
H -20.322112 -32.803574 -7.070922 -0.092 -0.175 -0.052
C -20.393318 -26.239945 -7.755565 -0.339 0.361 1.353
O -20.679912 -27.625992 -8.013579 -0.492 0.059 -0.202
H -20.738324 -25.976755 -6.745706 -0.021 -0.418 -0.056
H -19.319934 -26.065182 -7.720754 -0.038 0.152 -0.650
H -20.987357 -25.576956 -8.381787 0.505 -0.029 -0.456
H -20.853859 -27.692212 -8.960449 0.144 -0.197 0.066
C -18.108650 -30.683243 -7.089373 0.107 -0.298 0.061
O -19.127809 -29.829470 -6.550962 -0.270 0.109 0.022
H -18.558194 -31.274609 -7.884609 -0.043 0.108 -0.030
H -17.277578 -30.110607 -7.497394 -0.048 0.047 -0.017
H -17.733129 -31.367867 -6.324785 0.023 0.072 0.011
H -18.707395 -29.161142 -5.999048 0.068 -0.051 -0.074
C -25.329108 -27.945005 -7.394530 -0.124 0.360 0.611
O -23.894430 -28.006947 -7.566775 -0.180 -0.209 0.045
H -25.570103 -27.042641 -6.829262 -0.140 0.056 -0.277
H -25.851415 -27.971170 -8.347297 0.046 0.017 -0.032
H -25.667507 -28.769742 -6.768229 0.257 -0.217 -0.185
H -23.662163 -27.281436 -8.156707 0.136 -0.064 0.036
C -22.046559 -33.564380 -3.715862 -0.504 1.169 -0.380
O -20.860347 -32.933423 -3.215513 0.273 -0.451 0.306
C -20.538514 -31.737315 -3.614157 0.144 0.000 0.191
O -21.167003 -31.068158 -4.430419 -0.154 0.239 -0.126
O -19.434524 -31.370409 -2.999516 -0.511 -0.306 -0.059
C -18.937619 -30.055994 -3.127772 1.311 0.809 -0.014
H -22.242261 -34.437183 -3.110136 0.244 -0.154 -0.073
H -21.929516 -33.758238 -4.780529 0.096 -0.415 0.081
H -22.873140 -32.854066 -3.620745 -0.028 -0.202 0.131
H -19.664987 -29.299165 -3.413104 -0.267 -0.267 0.082
H -18.088676 -30.035412 -3.822525 -0.339 -0.207 -0.194
H -18.471182 -29.792324 -2.177547 -0.434 -0.073 0.100
C -20.047137 -30.567103 -10.747673 0.942 0.233 -0.123
O -21.353494 -30.692230 -11.280433 -0.351 -0.092 -0.125
C -22.410927 -30.581981 -10.507438 -0.149 -0.042 -0.759
O -22.408228 -30.244835 -9.333335 0.110 0.027 0.642
O -23.479197 -30.851843 -11.238497 0.487 0.002 0.577
C -24.751520 -30.923128 -10.588416 -0.536 0.143 0.063
H -19.415636 -30.140297 -11.528146 -0.287 0.068 -0.051
H -19.620257 -31.549788 -10.542870 -0.301 -0.010 0.280
H -20.001008 -29.905933 -9.882525 -0.151 -0.186 0.105
H -25.450736 -30.386837 -11.223809 -0.011 -0.068 -0.029
H -24.753094 -30.470511 -9.598129 0.240 0.066 -0.073
H -25.059351 -31.963166 -10.507157 0.098 -0.047 -0.105
```
Forces are in eV/Å.

Computed properties:
E_LUMO   -5.76 eV
HOMO energy   -16.794 eV
ΔE to the lowest compared entry with this formula, charge and spin   0.2007 eV
Net charge   +2
HOMO-LUMO gap   11.03 eV

Number 1: energy -30071.2514 eV. Number 2: energy -77977.0281 eV. Number 3: energy -58502.5189 eV. Number 4: energy -20485.5959 eV. Number 5: energy -31980.7186 eV.